# 1
DFT (ωB97M-V with the def2-TZVPD basis set) results for 6 unconnected molecules or ions with the total composition C35H82INO7.

Summary:
**HOMO-LUMO gap**: 9.245 eV
**SMILES**: CCCCCCN[C@](CCCI)(CCCCCCCOC)COC.CC(C)O.CC(C)O.CC(C)O.CC(C)O.CC(C)O
**Highest occupied orbital energy**: -8.86 eV

Last column: Mulliken charge in e.
Atoms and positions in Å:
C: -2.62889 4.32739 1.94627  -0.97
C: -3.06231 2.79292 1.50571  0.18
C: -1.84727 1.69063 1.68901  -0.21
C: -0.82754 1.58390 0.40970  -0.50
C: -1.49560 0.95702 -0.95619  -0.42
C: -0.50656 1.25566 -2.27120  0.01
N: -1.38372 1.73238 -3.40665  -0.46
C: -0.73151 2.90683 -4.16592  1.54
C: -1.67450 3.08279 -5.53630  -1.37
C: -1.59927 4.58362 -6.19046  -0.43
C: -3.08092 5.28563 -6.04300  -0.90
I: -3.11272 7.45005 -6.35966  -0.04
C: 0.73591 2.40294 -4.70247  -0.98
C: 2.02211 3.09091 -3.95481  -0.18
C: 3.26719 1.98001 -4.06634  -0.61
C: 4.27276 2.25574 -5.33246  -0.44
C: 5.49405 1.13589 -5.39411  -0.50
C: 6.95473 1.74936 -4.88067  -0.72
C: 7.11750 1.68888 -3.22540  0.09
O: 8.42257 1.11936 -2.83719  -0.36
C: 8.81180 1.50995 -1.47262  -0.53
C: -0.70196 4.24672 -3.22140  -1.02
O: -2.03708 4.83511 -2.95472  -0.36
C: -2.66822 4.24001 -1.76672  -0.11
H: -3.52058 4.87881 2.49781  0.32
H: -1.72869 4.33649 2.72923  0.26
H: -2.35376 5.01897 1.01962  0.23
H: -3.55882 2.79175 0.44502  0.09
H: -3.92195 2.46697 2.26573  0.06
H: -1.21589 2.00924 2.63598  0.38
H: -2.28380 0.61640 1.89721  -0.25
H: -0.43210 2.67658 0.16265  0.08
H: 0.14343 0.93188 0.62762  0.28
H: -2.57844 1.38776 -1.09386  0.13
H: -1.61805 -0.22411 -0.86622  0.30
H: 0.00189 0.20740 -2.50282  0.22
H: 0.35972 1.98166 -1.96929  -0.19
H: -1.33664 0.94595 -4.12242  0.40
H: -1.37647 2.30864 -6.37820  0.40
H: -2.79585 2.85964 -5.21600  0.39
H: -1.43222 4.42731 -7.36212  0.31
H: -0.70421 5.24398 -5.82723  0.37
H: -3.76454 4.79415 -6.88867  0.41
H: -3.62692 5.07069 -5.02945  0.30
H: 0.79901 2.73672 -5.84695  0.29
H: 0.80057 1.21258 -4.73800  0.18
H: 2.40216 4.04460 -4.53296  0.35
H: 1.88766 3.28965 -2.80940  0.22
H: 2.87905 0.87753 -4.16884  0.29
H: 3.86620 2.01596 -3.03445  0.15
H: 4.73781 3.34415 -5.18814  0.27
H: 3.68450 2.17026 -6.34548  0.20
H: 5.29961 0.18352 -4.74240  0.23
H: 5.61961 0.79433 -6.52398  0.36
H: 7.10070 2.88090 -5.20404  0.29
H: 7.83677 1.13743 -5.38889  0.27
H: 6.29272 0.92012 -2.83878  -0.09
H: 6.91643 2.75860 -2.79272  0.31
H: 9.93588 1.88902 -1.51436  0.24
H: 8.15151 2.38507 -1.02733  0.28
H: 8.73485 0.60241 -0.71001  0.11
H: -0.07436 5.11735 -3.74414  0.26
H: -0.18164 4.08411 -2.17152  0.28
H: -3.54847 4.92876 -1.40536  0.34
H: -3.17242 3.22476 -2.12377  0.19
H: -1.93635 4.00693 -0.87999  -0.27
C: 5.53270 -1.95368 -0.07652  -1.19
C: 6.34158 -2.88187 -0.96851  0.37
C: 7.81238 -2.87813 -0.58332  -0.96
O: 6.20773 -2.46780 -2.32566  -0.54
H: 5.88285 -0.91930 -0.16729  0.35
H: 4.47830 -1.95714 -0.37311  0.27
H: 5.60228 -2.25525 0.97327  0.37
H: 5.94466 -3.90036 -0.89594  0.31
H: 8.24341 -1.87654 -0.69207  0.01
H: 8.38413 -3.54106 -1.24153  0.33
H: 7.95033 -3.20738 0.45129  0.37
H: 6.55770 -1.56439 -2.39956  0.32
C: -1.96306 -2.27369 5.29863  -1.34
C: -1.89804 -1.73579 3.87809  0.94
C: -1.53657 -2.83056 2.88690  -1.30
O: -0.92439 -0.69721 3.81051  -0.50
H: -0.99289 -2.67708 5.60978  0.43
H: -2.21212 -1.47233 6.00257  0.34
H: -2.71485 -3.06413 5.38743  0.12
H: -2.86439 -1.29730 3.60599  0.13
H: -0.55126 -3.25372 3.11250  0.37
H: -1.48136 -2.42634 1.87046  0.20
H: -2.27553 -3.63773 2.90341  0.30
H: -0.06306 -1.07742 4.05058  0.34
C: 1.28048 -5.91200 -0.36755  -1.36
C: 1.16452 -4.66491 0.49431  0.43
C: 2.51135 -4.26619 1.07630  -0.98
O: 0.24479 -4.90812 1.55552  -0.47
H: 1.63728 -6.76404 0.22193  0.35
H: 0.30154 -6.19427 -0.76973  0.34
H: 1.96942 -5.75199 -1.20279  0.37
H: 0.76342 -3.83978 -0.10436  0.22
H: 2.91183 -5.05986 1.71701  0.36
H: 2.41034 -3.37444 1.70413  0.31
H: 3.23722 -4.05688 0.28437  0.10
H: 0.59281 -5.63936 2.09243  0.32
C: -5.65887 -0.49561 6.41239  -0.92
C: -5.85253 0.84149 5.71516  0.33
C: -6.52668 0.66915 4.36333  -1.13
O: -4.58513 1.46779 5.53446  -0.54
H: -5.01809 -1.15773 5.81930  0.03
H: -5.16161 -0.35742 7.37851  0.32
H: -6.61776 -0.99579 6.58035  0.38
H: -6.45726 1.50163 6.34656  0.31
H: -5.91668 0.04833 3.69753  0.22
H: -6.64838 1.63828 3.86778  0.30
H: -7.51157 0.20384 4.46983  0.40
H: -4.04140 0.88866 4.97494  0.31
C: -6.87724 -4.90755 5.71461  -1.29
C: -5.36771 -5.00259 5.86873  0.74
C: -4.89552 -6.44701 5.82069  -1.42
O: -4.98233 -4.42079 7.11139  -0.53
H: -7.38823 -5.43662 6.52686  0.35
H: -7.20410 -3.86327 5.76339  0.26
H: -7.20422 -5.33274 4.76059  0.37
H: -4.87969 -4.42914 5.07303  0.14
H: -5.33622 -7.03071 6.63672  0.35
H: -3.80869 -6.50081 5.94521  0.32
H: -5.16311 -6.91839 4.86987  0.39
H: -5.41101 -4.92361 7.82378  0.34


# 2
DFT (ωB97M-V with the def2-TZVPD basis set) results for a molecular structure, C27H35AsCeN2OP2.

Summary:
**HOMO-LUMO gap (alpha / beta)**: 7.159 / 5.391 eV
**Net charge**: +2
**Highest occupied orbital energy (alpha / beta)**: -13.44 / -13.44 eV
**2S+1**: 3
**ΔE to the lowest compared entry with this formula, charge and spin**: 57.6 kJ/mol

Last column: Mulliken spin population.
Atoms and positions in Å:
Ce: 0.85602 -0.03400 -1.42043  0.98
P: 0.72895 2.95070 -1.19897  0.00
P: 2.32621 -2.47804 -0.42496  0.00
N: -1.06567 0.70484 -2.16485  0.02
N: -0.47578 -1.94387 -1.78699  0.47
H: -2.78083 -0.01917 -3.05355  0.00
H: -2.58707 -2.18977 -1.40545  0.03
H: -2.89271 0.02537 -1.31634  0.01
C: -2.19355 -0.20055 -2.13906  0.02
H: -2.07490 -2.09551 -3.16134  0.04
C: -1.88747 -1.70101 -2.12811  -0.09
H: -2.40131 2.17951 -2.91275  0.00
H: -0.75378 -4.02185 -2.06977  0.02
C: -1.33462 1.85918 -3.04548  0.00
C: -0.06065 -3.22966 -1.71419  -0.04
H: -1.08446 3.85899 -2.46831  0.00
C: -0.37997 3.04140 -2.69886  0.00
H: 0.23282 3.38028 -3.55817  0.00
H: 3.48696 -2.93830 -1.11220  0.02
H: 2.48734 -3.25115 0.73061  0.03
H: 1.64056 3.98030 -1.56911  0.00
H: -0.08354 3.80551 -0.42325  0.00
O: 2.12948 0.14378 -3.34908  0.01
C: 2.06621 0.07109 -4.62813  0.00
C: 2.10634 1.34076 -5.41335  0.00
C: 1.49097 -1.12961 -5.26468  0.01
H: -1.30020 1.61908 -4.12378  0.00
H: 1.57244 2.09107 -4.81592  0.00
H: 3.07570 1.76862 -5.68917  0.00
H: 1.57756 1.22375 -6.36065  0.00
H: 0.76072 -1.59321 -4.57704  0.00
H: 0.88160 -0.81510 -6.11657  0.00
H: 2.14782 -1.93458 -5.63587  0.00
C: 1.19086 -3.63687 -1.24053  0.48
H: 1.44346 -4.70296 -1.33288  0.00
C: -1.38165 3.62073 4.88029  0.00
C: -0.36876 3.94273 3.96817  0.00
C: -0.03083 3.04674 2.95058  0.00
C: -0.70984 1.81799 2.84745  0.00
C: -1.70993 1.49509 3.76479  0.00
C: -2.04967 2.39873 4.77727  0.00
As: -0.11620 0.57752 1.47702  -0.01
C: 1.50338 -0.05881 2.43523  0.01
C: 2.74198 0.42251 1.98775  0.00
C: 3.90396 0.00714 2.63793  0.00
C: 3.83071 -0.86505 3.72696  0.00
C: 2.58500 -1.30025 4.19753  0.00
C: 1.40572 -0.87429 3.56209  0.00
C: -1.41881 -0.89897 1.64740  -0.01
C: -1.03716 -2.22302 1.88940  0.01
C: -2.02299 -3.21566 1.96536  -0.01
C: -3.37044 -2.89765 1.74495  0.01
C: -3.73000 -1.58032 1.43896  0.00
C: -2.75950 -0.57942 1.39231  0.00
H: -1.64288 4.32307 5.67422  0.00
H: 0.15835 4.89700 4.05969  0.00
H: 0.75394 3.29363 2.23507  0.00
H: -2.22494 0.53992 3.69627  0.00
H: -2.83934 2.14683 5.48934  0.00
H: 2.79183 1.11498 1.14726  0.00
H: 4.87440 0.36167 2.29849  0.00
H: 4.74341 -1.20823 4.21914  0.00
H: 2.52136 -1.97331 5.05809  0.00
H: 0.42287 -1.18446 3.94255  0.00
H: 0.01922 -2.47956 2.03078  0.01
H: -1.73967 -4.24537 2.20461  0.00
H: -4.13440 -3.67791 1.81028  0.00
H: -4.77509 -1.33004 1.24620  0.00
H: -3.03956 0.45708 1.18580  0.00


Number 1: E_tot -61537.8738 eV. Number 2: E_tot -125923.4135 eV.